[1]
# C23H72N6O13

A cluster of 13 separate species, C23H72N6O13 in total at a distorted geometry (ωB97M-V with the def2-TZVPD basis set, OMol25).

ORCA input file:
```
! RIJCOSX wB97M-V def2-TZVPD def2/J DEFGRID3
* xyz 0 1
C -0.84658 -4.33963 -2.29630
O -0.92103 -5.23074 -3.16352
N 0.22555 -3.93826 -1.69918
N -1.85711 -3.55146 -2.00420
H 0.26454 -3.15349 -1.06459
H 1.03193 -4.36963 -2.12785
H -2.70707 -3.71450 -2.52486
H -1.80050 -2.83681 -1.29274
C -0.44104 -1.57078 4.69978
O -0.86478 -2.68124 4.25859
N -0.93619 -0.94849 5.74716
N 0.64937 -1.02158 4.20299
H -1.70433 -1.40378 6.21913
H -0.71790 0.00620 5.99421
H 0.96554 -0.12699 4.54916
H 1.10979 -1.50314 3.44389
C 2.05300 3.34969 -1.46009
O 0.92717 3.81310 -1.39768
N 2.89416 3.34288 -0.48148
N 2.56549 2.88870 -2.56926
H 3.85620 3.04300 -0.54968
H 2.42608 3.80261 0.28641
H 1.89936 2.89768 -3.32839
H 3.47808 2.45606 -2.57999
C 0.35466 -0.89054 -4.44658
C 1.54621 -1.03751 -5.40102
O 2.36689 0.11835 -5.29961
H 0.66822 -0.87029 -3.40285
H -0.25719 -1.78356 -4.57402
H -0.14980 0.06636 -4.58060
H 1.18753 -1.14248 -6.42494
H 2.11507 -1.93551 -5.15999
H 1.78518 0.88104 -5.26044
C -3.97089 4.46532 -1.75639
C -2.50975 4.63091 -2.03487
O -1.91396 3.37356 -1.94063
H -4.36891 3.65664 -2.36936
H -4.63926 5.32494 -1.80552
H -4.13831 4.06269 -0.75741
H -1.89064 5.33479 -1.47870
H -2.35418 4.94611 -3.06664
H -0.98712 3.53519 -1.74977
C -2.80681 1.54088 1.51985
C -3.95051 0.58514 1.16512
O -4.96184 1.17797 0.37828
H -2.06466 1.02135 2.12599
H -3.31875 2.34714 2.04516
H -2.26157 2.09454 0.75546
H -4.36144 0.31655 2.13831
H -3.47313 -0.32063 0.79123
H -4.71692 1.23058 -0.54847
C -4.40086 -0.95476 -2.47697
C -3.36524 0.13170 -2.72033
O -3.72227 1.33315 -2.03000
H -4.53826 -1.07936 -1.40287
H -3.97701 -1.88095 -2.86505
H -5.26899 -0.71530 -3.09106
H -3.29865 0.29100 -3.79658
H -2.41643 -0.29724 -2.39806
H -2.94037 1.88923 -1.99795
C 0.05139 0.45332 -0.42796
C -0.18465 -0.70296 0.55646
O -0.95005 -1.71437 -0.05093
H 0.34103 1.33621 0.14189
H -0.92952 0.74754 -0.80121
H 0.70394 0.09958 -1.22617
H -0.79702 -0.44071 1.41921
H 0.73268 -1.04638 1.03463
H -1.22223 -2.34779 0.61711
C -4.00586 -4.52786 1.01680
C -3.11503 -4.24406 2.19430
O -2.24642 -3.10301 2.03440
H -4.63508 -5.39369 1.22301
H -3.55079 -4.69451 0.04045
H -4.65051 -3.66557 0.84650
H -2.32027 -4.98974 2.21478
H -3.64286 -4.11203 3.13879
H -1.69054 -2.93593 2.79905
C 3.76285 1.36854 1.94667
C 3.38908 0.96446 3.34184
O 2.41987 1.84464 3.74226
H 4.61110 0.79161 1.57826
H 3.90889 2.41111 1.66416
H 2.95092 1.09288 1.27370
H 4.25650 1.11033 3.98559
H 3.13368 -0.09248 3.41761
H 2.77966 2.73353 3.78699
C 0.31561 4.54187 1.71233
C 1.23661 5.28644 2.69129
O 2.56026 5.15858 2.17959
H 0.35181 4.96414 0.70810
H -0.72016 4.28228 1.93119
H 0.69546 3.52628 1.60099
H 1.13870 4.77579 3.64928
H 1.10664 6.35754 2.84600
H 3.10433 4.95077 2.94273
C 2.36427 -3.28470 2.48526
C 2.51582 -4.61819 1.68908
O 3.84958 -4.58870 1.09894
H 1.40105 -3.25004 2.99428
H 2.43747 -2.46356 1.77219
H 2.99110 -3.28669 3.37699
H 1.78826 -4.79609 0.89718
H 2.38324 -5.47656 2.34766
H 4.40264 -4.00433 1.62263
C 4.42770 -0.50561 -0.89167
C 4.29969 -0.96100 -2.35143
O 4.17759 0.18551 -3.18170
H 5.34579 0.02977 -0.64961
H 4.37927 -1.40461 -0.27721
H 3.54173 0.07424 -0.63296
H 3.38312 -1.54954 -2.31118
H 5.17050 -1.50480 -2.71758
H 3.70141 -0.03788 -3.98479
*
```

Computed properties:
E_HOMO (hartree): -0.34081
Maximum force (eV Å⁻¹): 4.8
Energy relative to the best compared isomer or geometry (same formula, charge and spin) (kcal/mol): 0.00

=====

[2]
# C23H74FO20P

A cluster of 16 separate species, C23H74FO20P in total at a distorted geometry (ωB97M-V with the def2-TZVPD basis set, OMol25).

ORCA input file:
```
! RIJCOSX wB97M-V def2-TZVPD def2/J DEFGRID3
* xyz 0 1
C 2.08514 -1.84169 1.24697
C 2.07356 -2.55687 -0.09706
C 1.83600 -1.68835 -1.31824
F 2.97630 -0.90502 -1.52811
C 0.61676 -0.72043 -1.40688
C -0.74664 -1.43458 -1.50469
P -1.58404 -2.06016 -0.02998
O -0.79653 -2.91708 0.86483
O -2.83990 -2.86503 -0.62875
O -2.28028 -0.84181 0.74908
C 0.84701 0.05595 -2.74862
C 1.52921 1.37699 -2.33711
O 1.52536 1.39388 -0.89392
C 0.68498 0.45538 -0.43461
O 0.10224 0.58930 0.62221
H 2.85248 -1.06514 1.26927
H 1.12178 -1.38154 1.46185
H 2.26395 -2.55677 2.03921
H 1.37954 -3.40123 -0.09626
H 3.06731 -2.99430 -0.25985
H 1.72451 -2.33857 -2.19623
H -1.44794 -0.72676 -1.96500
H -0.66289 -2.27868 -2.19731
H -3.24822 -2.45742 -1.40524
H -1.71858 -0.66733 1.52217
H -0.07046 0.27927 -3.29672
H 1.46683 -0.51539 -3.44038
H 0.97615 2.24719 -2.69248
H 2.57000 1.42040 -2.65819
C 4.52409 -4.80263 3.03593
O 3.37036 -4.53878 2.25135
H 5.38488 -4.55363 2.41792
H 4.53014 -4.16622 3.92082
H 4.60069 -5.85028 3.34113
H 2.59233 -4.71936 2.78782
C 0.93715 1.80659 3.80067
O 1.73317 2.19036 2.69199
H 1.59139 1.76625 4.67023
H 0.14169 2.53144 3.99742
H 0.49237 0.81585 3.65480
H 1.15382 2.22504 1.92244
C -2.56082 2.95192 2.11928
O -1.36546 3.01628 1.34701
H -3.06312 3.91133 2.02467
H -3.22982 2.16922 1.74585
H -2.35586 2.77970 3.17679
H -0.90910 2.17355 1.43694
C 4.87042 1.01182 2.71385
O 4.65050 0.47807 1.41653
H 5.60741 0.37867 3.20594
H 5.25912 2.03278 2.66904
H 3.94674 1.01148 3.29486
H 3.99351 1.03183 0.98156
C -1.81444 -3.13522 4.73410
O -0.97060 -2.80056 3.64714
H -1.20916 -3.09501 5.63833
H -2.64582 -2.43159 4.84745
H -2.22224 -4.14605 4.63668
H -1.48078 -2.83765 2.82715
C 4.12958 2.71308 -4.70114
O 4.89192 1.51890 -4.60263
H 3.17693 2.42862 -5.14361
H 3.94790 3.13816 -3.70990
H 4.60261 3.46936 -5.33199
H 5.74514 1.72056 -4.20914
C 4.30868 -1.83971 -4.83945
O 4.91490 -3.12672 -4.76849
H 3.32020 -1.98167 -5.27135
H 4.19223 -1.39057 -3.84945
H 4.87341 -1.15295 -5.47351
H 5.78870 -3.02664 -4.38226
C -5.62204 -0.53230 -0.99681
O -4.72383 0.54446 -0.75291
H -6.52058 -0.11550 -1.44942
H -5.18386 -1.24928 -1.69405
H -5.89887 -1.04046 -0.06943
H -3.93255 0.15726 -0.36629
C -4.68796 5.02173 5.04566
O -4.23472 3.69586 4.78999
H -3.81162 5.66106 5.10421
H -5.32534 5.38095 4.23303
H -5.23718 5.08230 5.98910
H -5.00260 3.12190 4.72743
C -4.49689 8.01008 2.62500
O -3.33620 7.86936 3.43426
H -5.36245 7.93542 3.27916
H -4.52561 8.97910 2.11975
H -4.55451 7.21628 1.87496
H -2.56903 7.92615 2.85828
C 3.17462 -1.72092 5.23939
O 2.94826 -3.12036 5.35473
H 3.79320 -1.57534 4.35598
H 2.23955 -1.17185 5.10003
H 3.70246 -1.32206 6.11004
H 2.39003 -3.28043 6.11994
C -9.32956 1.28384 -2.60091
O -8.42397 2.34801 -2.33895
H -10.21570 1.72340 -3.05195
H -8.90364 0.55866 -3.30065
H -9.62116 0.77110 -1.68040
H -7.63311 1.98052 -1.93367
C -5.44293 -1.23284 -4.88350
O -4.33538 -1.31606 -3.99201
H -5.97085 -2.18133 -4.82172
H -6.12748 -0.42924 -4.60012
H -5.11856 -1.07889 -5.91491
H -3.86102 -0.48039 -4.03134
C 1.41811 -1.18851 -7.33324
O 0.99878 -1.31570 -5.97760
H 1.51776 -0.12439 -7.53351
H 2.38463 -1.66780 -7.50559
H 0.68246 -1.60818 -8.02344
H 0.90660 -2.25282 -5.78228
C 6.08005 -2.60238 0.07014
O 7.35299 -2.51592 0.70607
H 5.71962 -3.61871 0.21394
H 5.36337 -1.90709 0.51468
H 6.15445 -2.40876 -1.00406
H 7.67700 -1.61844 0.59530
*
```

Computed properties:
E_HOMO (hartree): -0.35278
Maximum force (eV Å⁻¹): 1.3
Energy relative to the best compared isomer or geometry (same formula, charge and spin) (kcal/mol): 0.00

=====

[3]
# C23H74O29P6

A cluster of 11 separate species, C23H74O29P6 in total at a distorted geometry (ωB97M-V with the def2-TZVPD basis set, OMol25).

ORCA input file:
```
! RIJCOSX wB97M-V def2-TZVPD def2/J DEFGRID3
* xyz 0 1
C -2.69596 -2.06793 -0.50998
O -2.18382 -1.77376 0.78789
H -3.11597 -3.06983 -0.50595
H -3.43588 -1.31798 -0.81224
H -1.90269 -1.99823 -1.26220
H -1.35828 -1.29702 0.63050
C 0.54630 0.32077 1.22471
O 0.02769 -0.16236 0.01156
H 0.25815 1.36101 1.41064
H 0.16751 -0.27266 2.05414
H 1.64254 0.30906 1.28164
H 0.39603 0.32330 -0.74602
C -0.04904 4.89325 2.12185
O -0.39560 3.85228 3.00898
H -0.90987 5.24558 1.55130
H 0.37027 5.75301 2.66525
H 0.72714 4.54999 1.43462
H -1.31607 3.95557 3.29664
C 2.34099 3.44741 3.90830
O 2.71840 2.22304 3.28810
H 3.01341 3.72971 4.71993
H 2.29235 4.25361 3.16814
H 1.32765 3.33282 4.28982
H 3.57725 2.34791 2.87591
C 2.97707 -1.27166 4.10200
O 2.13469 -0.22075 4.55074
H 2.67484 -1.55891 3.08522
H 4.02417 -0.95491 4.04074
H 2.87776 -2.14247 4.73916
H 2.34680 0.55383 4.01106
C 3.60610 -6.80512 -1.08860
O 3.16810 -6.16911 -2.30151
P 3.21735 -4.60189 -2.38344
O 4.41135 -3.97446 -1.81925
O 2.92199 -4.35703 -3.91423
C 3.85888 -4.82592 -4.87918
O 1.86636 -4.17225 -1.68727
C 1.65278 -2.78275 -1.43886
H 3.48708 -6.14255 -0.23142
H 4.63971 -7.11919 -1.19898
H 2.95433 -7.66107 -0.92691
H 4.84950 -4.98636 -4.45163
H 3.94641 -4.07449 -5.66414
H 3.51246 -5.74874 -5.34357
H 0.80666 -2.40058 -2.01477
H 2.52240 -2.18129 -1.69517
H 1.39984 -2.60782 -0.39600
C 3.94797 0.71149 -2.61530
O 3.22323 1.69728 -3.35956
P 1.73253 2.08580 -3.01206
O 1.11242 1.25840 -1.98386
O 1.77592 3.61799 -2.67164
C 2.13920 4.04829 -1.34790
O 0.97665 2.05477 -4.37582
C 1.50520 2.66708 -5.55799
H 3.48542 0.49914 -1.65176
H 4.95836 1.08062 -2.46614
H 3.97458 -0.23319 -3.16055
H 2.12683 3.22398 -0.63811
H 1.42819 4.81355 -1.04341
H 3.12022 4.52158 -1.39551
H 1.53192 1.91874 -6.34850
H 2.51540 3.05020 -5.42127
H 0.85476 3.47922 -5.87469
C -2.05235 0.71213 -2.93267
O -2.68381 -0.34611 -3.68633
P -2.00174 -0.91540 -4.96878
O -2.67403 -2.05078 -5.58983
O -1.86563 0.38006 -5.88030
C -1.58231 0.23416 -7.26233
O -0.53426 -1.18987 -4.44813
C 0.39437 -2.13296 -4.99149
H -1.02956 0.86281 -3.26572
H -2.01707 0.37484 -1.89837
H -2.61260 1.63970 -3.03065
H -0.72937 -0.43373 -7.42499
H -1.32682 1.21731 -7.65206
H -2.42925 -0.16383 -7.82039
H 0.45325 -2.91732 -4.23733
H 1.36705 -1.64661 -5.04509
H 0.07519 -2.54779 -5.94441
C 0.27838 -3.11650 2.90742
O 1.19360 -3.82142 3.74176
P 0.72394 -5.04291 4.60718
O 1.76625 -5.61279 5.43747
O 0.05292 -5.98438 3.54954
C -0.50089 -7.23116 3.96745
O -0.54981 -4.51088 5.40095
C -0.37206 -3.58076 6.46600
H -0.63026 -3.64675 2.63029
H 0.80119 -2.84095 1.99178
H 0.00221 -2.19220 3.42000
H -0.06086 -8.02952 3.36949
H -1.57409 -7.21884 3.78604
H -0.29439 -7.45688 5.01310
H -0.77357 -2.61256 6.16720
H 0.67377 -3.47443 6.75734
H -0.91844 -3.94046 7.33734
C -4.18661 -0.20007 2.22855
O -3.77648 1.16319 2.43524
P -3.27444 1.64358 3.83736
O -2.83660 3.03789 3.85757
O -2.19394 0.60274 4.29872
C -0.86523 0.64654 3.74186
O -4.48208 1.30246 4.78418
C -4.54550 1.84556 6.10692
H -3.97173 -0.44233 1.19174
H -5.24572 -0.32064 2.44173
H -3.59122 -0.87271 2.84522
H -0.71465 -0.23448 3.12012
H -0.16757 0.63808 4.57499
H -0.69668 1.54869 3.15418
H -4.55691 1.02840 6.82760
H -5.49105 2.37574 6.20772
H -3.70837 2.51162 6.30141
C -1.53994 2.77805 -0.02434
O -1.25344 3.54850 -1.20266
P -2.26612 4.59068 -1.80545
O -3.46878 4.02941 -2.40505
O -2.44176 5.59889 -0.62188
C -3.46272 6.59652 -0.68531
O -1.33030 5.38671 -2.77884
C -1.24370 5.02962 -4.16531
H -1.75314 1.75784 -0.33507
H -2.37789 3.16054 0.55721
H -0.63379 2.81151 0.56745
H -3.97006 6.64022 0.27725
H -4.18173 6.36802 -1.47104
H -3.02773 7.58271 -0.85287
H -1.67883 4.04714 -4.34241
H -0.19245 5.01630 -4.44761
H -1.74977 5.79181 -4.75410
*
```

Computed properties:
E_HOMO (hartree): -0.35998
Maximum force (eV Å⁻¹): 1.3
Structure (SMILES): COP(=O)(OC)OC.COP(=O)(OC)OC.COP(=O)(OC)OC.COP(=O)(OC)OC.COP(=O)(OC)OC.COP(=O)(OC)OC.CO.CO.CO.CO.CO
Energy relative to the best compared isomer or geometry (same formula, charge and spin) (kcal/mol): 0.00

=====

[4]
# C23H80O23

A cluster of 17 separate species, C23H80O23 in total at a distorted geometry (ωB97M-V with the def2-TZVPD basis set, OMol25).

ORCA input file:
```
! RIJCOSX wB97M-V def2-TZVPD def2/J DEFGRID3
* xyz 0 1
C 18.49696 11.05908 12.55088
O 17.72747 10.30774 13.45146
H 19.45726 10.59767 12.39717
H 18.02785 11.20417 11.56433
H 18.62859 12.01972 12.95203
H 17.04947 9.89258 12.94198
C 16.41638 16.56326 12.90958
O 15.67127 15.54076 13.53421
H 15.77701 17.36074 12.43297
H 17.07970 17.09703 13.67116
H 17.03524 16.14643 12.16039
H 14.99171 15.88849 14.16260
C 17.46647 7.47961 12.46497
O 16.40501 8.36500 12.11838
H 18.42744 7.93343 12.31894
H 17.37565 7.32379 13.53432
H 17.44777 6.41776 11.97783
H 15.50812 7.97176 12.09097
C 8.54738 9.49311 19.88474
O 8.06253 10.47682 18.99688
H 8.97879 9.93935 20.74019
H 7.78043 8.85076 20.33925
H 9.24008 8.77805 19.39667
H 7.32981 10.05834 18.49341
C 12.78879 6.52121 11.94438
O 14.17645 6.49713 12.43408
H 12.25166 7.21555 12.53900
H 12.79489 6.67889 10.86972
H 12.27762 5.55124 12.06298
H 14.49932 5.62884 12.49981
C 13.15321 9.68995 13.56867
O 11.84187 10.10629 13.99986
H 13.52504 10.30334 12.71879
H 13.75766 9.76569 14.45511
H 13.13503 8.62136 13.20264
H 11.16771 9.87354 13.34074
C 13.03783 5.57192 16.67396
O 11.61457 5.79195 16.74558
H 13.36212 4.83806 17.41867
H 13.39052 5.27052 15.70220
H 13.55377 6.53042 16.86873
H 11.47035 6.76110 16.68971
C 9.27830 13.39031 15.22316
O 10.30745 12.61428 14.73284
H 8.72687 13.85193 14.42644
H 8.52432 12.72735 15.68494
H 9.58685 14.12384 16.00453
H 10.64368 12.02013 15.46831
C 15.51280 12.53090 10.36917
O 15.73205 11.84236 9.17737
H 14.94740 13.46135 10.13871
H 14.94741 11.85262 11.02291
H 16.48737 12.80942 10.81473
H 14.96708 11.31650 8.88960
C 10.26568 8.38107 8.54362
O 9.88923 8.50369 9.87736
H 10.19366 9.20742 7.86561
H 11.33578 8.21822 8.51641
H 9.59499 7.63861 8.21595
H 9.82707 9.41008 10.19794
C 14.31283 8.98943 9.88260
O 13.47992 10.01248 9.26235
H 14.40430 8.05728 9.23653
H 15.30511 9.41956 9.85646
H 14.03012 8.65809 10.83044
H 13.07769 10.64557 9.92515
C 11.28228 10.19722 17.81917
C 12.35084 9.48505 17.02495
O 12.01084 8.36326 16.26695
O 10.25987 10.88114 16.96875
H 11.72257 11.03083 18.42218
H 10.74940 9.60805 18.59670
H 13.12777 9.07892 17.75923
H 13.00116 10.21379 16.51025
H 11.71229 8.66612 15.38323
H 9.46619 11.08736 17.45062
C 12.50264 14.96511 12.33765
C 12.24479 15.93827 13.48908
O 13.28144 15.87122 14.44876
O 12.18921 13.64962 12.65080
H 13.58036 15.03360 12.10630
H 11.96485 15.27878 11.44400
H 11.23566 15.69739 13.92868
H 12.08285 16.97063 13.22255
H 13.41433 14.96370 14.70690
H 11.65936 13.67484 13.48260
C 15.46378 13.65200 15.74530
C 15.92944 12.30801 16.29725
O 16.05736 11.25403 15.32240
O 14.05184 13.61154 15.41061
H 15.99175 13.88174 14.80558
H 15.71867 14.39677 16.46475
H 15.22276 11.96230 17.07731
H 16.82440 12.43749 16.87770
H 16.91543 11.22008 14.94461
H 13.93532 12.68306 15.02472
C 10.01620 12.35857 9.72382
C 11.51741 12.33528 9.70694
O 12.10328 11.77263 10.79746
O 9.43502 11.13707 10.11528
H 9.64389 12.58947 8.73024
H 9.65777 13.19609 10.41851
H 11.83760 13.38825 9.46348
H 11.89729 11.76856 8.79110
H 11.99099 12.33683 11.53380
H 9.31626 11.15228 11.09355
C 8.61763 6.60174 15.37817
C 8.46620 6.40238 16.83607
O 7.72819 7.57409 17.31053
O 7.29923 6.58377 14.80266
H 9.35524 5.86966 15.00077
H 9.04695 7.59942 15.13303
H 9.33981 6.32781 17.51015
H 7.86981 5.53983 17.03514
H 6.98792 7.60026 16.65339
H 7.41131 6.63415 13.81930
C 8.54552 8.86571 12.61190
C 8.46704 10.07568 13.50902
O 9.18500 11.17111 12.89451
O 9.83697 8.16816 12.51223
H 8.27350 9.20987 11.56717
H 7.78502 8.16510 12.97620
H 8.88013 9.93193 14.48589
H 7.43844 10.31919 13.71030
H 9.55252 11.71484 13.58793
H 9.84408 8.04805 11.53804
*
```

Computed properties:
E_HOMO (hartree): -0.34963
Maximum force (eV Å⁻¹): 3.6
Energy relative to the best compared isomer or geometry (same formula, charge and spin) (kcal/mol): 0.00